15
Properties=species:S:1:pos:R:3 method="wB97M-V/def2-TZVPD" total_charge=0 gap_ev=10.986 e_homo_ev=-11.0
O -0.854 -0.553 0.508
H -0.488 -0.260 -0.359
H -1.661 -0.040 0.631
O -1.380 -1.403 3.083
H -0.939 -1.040 3.858
H -0.854 -1.093 2.323
O -0.017 3.406 -1.890
H 0.534 3.655 -2.639
H 0.077 2.441 -1.811
O 0.291 0.476 -1.760
H 0.130 0.319 -2.701
H 1.256 0.517 -1.673
O 1.652 -2.009 0.686
H 1.472 -2.565 1.452
H 0.782 -1.852 0.292